Entry 1:
Entry from the OMol25 dataset: a 2-piece molecular cluster, CH6NPS overall at a distorted geometry (ωB97M-V with the def2-TZVPD basis set).

Cartesian coordinates (Å):
N -1.374 -0.889 3.127
P -1.132 -0.952 1.676
S -2.793 -1.079 0.240
H -0.091 -1.535 1.057
H -3.805 -0.898 1.116
C 1.835 1.056 -1.420
H 1.529 2.138 -1.287
H 2.506 0.848 -0.565
H 2.398 0.864 -2.379
H 0.926 0.447 -1.565

**SMILES string**: N#[PH]S.C
**Relative energy (zero: lowest compared OMol25 entry of this formula, charge and spin)**: 74.94 kcal/mol
**DFT total energy**: -22745.5292 eV

***

Entry 2:
Entry from the OMol25 dataset: C16H32NOsPSi as an isolated structure at a distorted geometry (ωB97M-V with the def2-TZVPD basis set).

Cartesian coordinates (Å):
C 0.750 2.752 -2.711
C -0.530 2.291 -2.385
C -0.750 1.371 -1.340
C 0.359 0.906 -0.578
C 1.665 1.327 -0.970
C 1.854 2.248 -2.016
C -2.161 0.852 -1.133
C -2.189 -0.655 -0.821
N -2.418 -1.483 -2.002
Os 0.269 -0.466 0.950
C 2.863 0.660 -0.317
P 2.303 -1.092 -0.044
H -1.395 2.643 -2.961
H 2.870 2.554 -2.292
H 0.888 3.474 -3.523
H 3.082 1.077 0.685
H 3.777 0.736 -0.933
H -2.647 1.370 -0.293
H -2.750 1.070 -2.040
H -1.257 -0.947 -0.272
C 3.669 -1.934 0.867
C 2.364 -1.837 -1.730
H -3.037 -0.832 -0.129
C -1.253 -1.603 -2.866
C -2.966 -2.783 -1.647
H 0.454 -1.405 2.484
H -1.516 -2.191 -3.762
H -0.922 -0.606 -3.201
H -0.385 -2.105 -2.368
H -3.212 -3.348 -2.564
H -2.267 -3.410 -1.038
H -3.894 -2.646 -1.065
H 3.381 -1.796 -2.157
H 2.025 -2.886 -1.681
H 1.668 -1.271 -2.371
H 4.626 -1.850 0.322
H 3.774 -1.470 1.862
H 3.422 -3.001 1.001
H -0.036 -1.892 2.012
C 0.687 2.244 3.099
Si -0.665 0.995 2.749
C -0.843 0.004 4.331
C -2.255 1.880 2.386
H 1.627 1.697 3.352
H 0.405 2.884 3.962
H 0.866 2.870 2.206
H -1.145 0.675 5.158
H -1.601 -0.792 4.195
H 0.136 -0.460 4.596
H -2.524 2.484 3.284
H -2.115 2.559 1.526
H -3.052 1.142 2.187

**2S+1**: 5
**Expectation value of S²**: 6.034
**Net charge**: +2
**DFT total energy**: -38215.1481 eV

***

Entry 3:
Entry from the OMol25 dataset: C14H33F6NNiO17S6 as an isolated structure at a distorted geometry (ωB97M-V with the def2-TZVPD basis set).

Cartesian coordinates (Å):
Ni -0.297 0.403 -0.052
C 0.062 2.832 3.491
F -1.072 2.277 3.915
F 0.351 3.976 4.163
F 1.047 1.975 3.357
S -0.314 3.186 1.603
O -1.108 4.402 1.555
O 1.074 3.329 0.966
N -1.202 1.758 1.058
S -2.724 2.144 1.262
O -3.470 0.935 1.429
O -3.067 2.960 2.450
C -3.251 3.155 -0.332
F -3.764 2.291 -1.250
F -4.071 4.214 0.017
F -2.170 3.755 -0.872
O 0.489 -0.948 -1.302
H 0.506 -1.924 -1.348
O 0.369 1.671 -1.596
S 1.546 2.245 -2.280
O 2.853 1.747 -1.921
O 1.444 2.234 -3.899
C 1.335 0.979 -4.567
C 0.609 1.314 -5.901
C 1.554 4.095 -2.044
H 0.634 0.278 -4.115
H 2.289 0.568 -4.900
H 1.263 2.059 -6.354
H -0.403 1.630 -5.650
H 0.337 0.483 -6.553
H 2.424 4.400 -1.461
H 0.626 4.285 -1.505
H 1.386 4.613 -2.988
O 3.567 -0.742 0.192
S 2.991 0.197 1.127
O 1.528 0.551 1.031
O 3.390 -0.187 2.749
C 4.451 -1.054 3.025
C 5.639 -0.297 3.549
C 3.927 1.751 1.108
H 4.559 -1.707 2.160
H 4.111 -1.827 3.715
H 6.638 -0.705 3.397
H 5.524 -0.138 4.621
H 5.693 0.731 3.191
H 3.616 2.346 1.967
H 3.710 2.291 0.186
H 5.001 1.571 1.070
O -1.116 -1.259 1.081
S -1.109 -2.567 1.780
O -2.319 -3.347 1.918
O 0.114 -3.570 1.266
C 0.082 -4.945 1.585
C 1.384 -5.417 2.095
C -0.234 -2.252 3.449
H -0.202 -5.391 0.632
H -0.742 -5.040 2.292
H 1.530 -4.954 3.071
H 2.156 -5.106 1.392
H 1.251 -6.491 2.229
H 0.754 -1.824 3.281
H -0.218 -3.241 3.908
H -0.895 -1.555 3.965
O -2.097 -0.125 -1.324
S -2.741 -1.205 -2.083
O -2.800 -2.535 -1.554
O -4.288 -0.640 -2.353
C -5.461 -1.332 -1.954
C -5.661 -1.135 -0.481
C -2.196 -1.349 -3.866
H -5.428 -2.376 -2.265
H -6.280 -0.853 -2.490
H -6.692 -1.398 -0.247
H -5.437 -0.122 -0.148
H -4.921 -1.697 0.088
H -1.921 -2.404 -3.888
H -1.244 -0.945 -4.207
H -2.898 -1.027 -4.635

**2S+1**: 3
**Expectation value of S²**: 2.004
**Relative energy (zero: lowest compared OMol25 entry of this formula, charge and spin)**: 125.07 kcal/mol
**DFT total energy**: -173702.6728 eV

***

Entry 4:
Entry from the OMol25 dataset: one molecule with the formula C5H13NS at a distorted geometry (ωB97M-V with the def2-TZVPD basis set).

Cartesian coordinates (Å):
C 0.895 -0.628 -2.723
N 0.537 -0.371 -1.346
C -0.709 0.330 -1.131
C -1.196 0.151 0.302
C -0.401 1.032 1.311
C 0.188 0.257 2.482
S 1.366 -1.029 1.871
H 0.018 -0.982 -3.308
H 1.632 -1.404 -2.785
H 1.249 0.247 -3.267
H 0.537 -1.240 -0.834
H -1.483 0.002 -1.830
H -0.560 1.407 -1.285
H -2.216 0.541 0.314
H -1.218 -0.898 0.576
H -1.100 1.764 1.710
H 0.420 1.462 0.744
H 0.832 0.927 3.040
H -0.590 -0.241 3.056
H 1.798 -1.328 3.103

**SMILES string**: CNCCCCS
**Relative energy (zero: lowest compared OMol25 entry of this formula, charge and spin)**: 13.52 kcal/mol
**DFT total energy**: -17720.6645 eV

***

Entry 5:
Entry from the OMol25 dataset: a 2-piece molecular cluster, C2H8NOS overall (ωB97M-V with the def2-TZVPD basis set).

Cartesian coordinates (Å):
C -1.529 -0.768 0.104
C -0.006 -0.915 -0.048
S 0.871 -0.566 1.499
N -1.968 0.575 0.510
H -1.860 -1.488 0.846
H -2.001 -1.008 -0.861
H 0.318 -0.234 -0.846
H 0.140 -1.936 -0.414
H -1.723 1.233 -0.224
H -1.296 0.807 1.258
H 2.626 1.388 -1.294
H 3.100 1.259 0.164
O 3.327 1.653 -0.694

**Net charge**: -1
**Relative energy (zero: lowest compared OMol25 entry of this formula, charge and spin)**: 2.83 kcal/mol
**DFT total energy**: -16577.7059 eV

***

Entry 6:
Entry from the OMol25 dataset: C24H37AsNO3PRhS4 as an isolated structure (ωB97M-V with the def2-TZVPD basis set).

Cartesian coordinates (Å):
Rh 0.662 0.026 0.613
S -0.322 -1.772 -0.579
C 0.362 -1.643 -2.157
C 0.257 -2.753 -3.027
C 0.750 -2.710 -4.305
C 1.368 -1.537 -4.774
C 1.480 -0.442 -3.954
C 0.992 -0.454 -2.623
S 1.164 0.974 -1.673
H -0.213 -3.652 -2.645
H 0.669 -3.578 -4.949
H 1.761 -1.496 -5.782
H 1.967 0.460 -4.302
N 0.821 4.081 3.251
C 0.954 2.958 2.482
O 1.058 3.048 1.269
C 0.956 1.647 3.231
C 0.000 0.603 2.641
H 0.846 4.977 2.800
H 0.764 4.029 4.249
H 0.730 1.846 4.287
H 1.978 1.257 3.187
H -1.038 0.935 2.697
H 0.115 -0.327 3.196
C -2.790 0.835 -1.733
As -1.744 1.664 -0.297
C -3.273 2.236 0.812
C -1.336 3.394 -1.205
C -2.499 4.169 -1.724
C -3.169 5.097 -0.922
C -4.247 5.823 -1.406
C -4.684 5.641 -2.712
C -4.027 4.727 -3.524
C -2.948 4.003 -3.035
H -3.562 1.512 -2.103
H -3.251 -0.078 -1.359
H -2.113 0.569 -2.547
H -3.951 2.891 0.265
H -2.905 2.753 1.701
H -3.814 1.344 1.133
H -0.656 3.109 -2.006
H -0.763 3.965 -0.474
H -2.826 5.252 0.096
H -4.748 6.535 -0.760
H -5.522 6.212 -3.094
H -4.353 4.579 -4.547
H -2.436 3.296 -3.680
C -0.112 -3.776 2.538
C 1.204 -3.320 3.140
C 1.049 -2.926 4.600
O 1.645 -2.204 2.340
P 3.213 -1.951 2.006
S 4.368 -1.847 3.576
S 3.140 -0.418 0.711
O 3.584 -3.327 1.245
C 2.951 -3.726 0.012
C 3.774 -3.302 -1.193
C 2.814 -5.235 0.089
H -0.509 -4.624 3.100
H 0.017 -4.061 1.492
H -0.830 -2.952 2.571
H 1.944 -4.122 3.056
H 0.195 -2.254 4.723
H 1.948 -2.426 4.956
H 0.883 -3.822 5.204
H 1.957 -3.267 -0.038
H 4.795 -3.678 -1.085
H 3.807 -2.218 -1.277
H 3.333 -3.713 -2.105
H 3.796 -5.677 0.277
H 2.423 -5.629 -0.852
H 2.144 -5.529 0.901

**2S+1**: 5
**Expectation value of S²**: 6.028
**Net charge**: -1
**Relative energy (zero: lowest compared OMol25 entry of this formula, charge and spin)**: 0.00 kcal/mol
**DFT total energy**: -149602.2309 eV